1.
# C6H24BaO6

C6H24BaO6 as an isolated structure at a distorted geometry (ωB97M-V/def2-TZVPD, the OMol25 dataset).

The geometry in XYZ format:
```
37
Properties=species:S:1:pos:R:3:forces:R:3:nbo_charge:R:1
Ba -0.9317 0.2067 -0.4681 0.09 0.03 0.08 1.990
C -2.6522 0.0412 5.0195 -0.59 -0.32 0.66 -0.250
O -2.9010 1.0455 4.0654 0.27 0.20 -1.22 -0.763
H -2.1606 -0.8228 4.5724 0.45 0.38 -0.21 0.166
H -2.0849 0.4621 5.8496 0.12 -0.41 0.08 0.184
H -3.5935 -0.3827 5.3695 -0.11 0.16 0.37 0.180
H -3.2687 1.8222 4.4933 -0.05 -0.06 0.13 0.485
C 4.2197 -2.3056 -2.9208 1.40 -0.41 0.48 -0.257
O 2.8476 -2.2056 -3.2123 -0.70 0.37 0.17 -0.748
H 4.5412 -1.7361 -2.0487 -0.60 0.23 0.26 0.165
H 4.4913 -3.3351 -2.6875 0.09 -0.05 -0.17 0.180
H 4.8844 -1.9388 -3.7029 -0.39 -0.14 -0.47 0.185
H 2.5050 -3.0952 -3.3252 0.07 0.06 -0.16 0.477
C 0.5522 -5.5819 2.8088 1.33 0.68 0.28 -0.270
O 0.1140 -4.9104 1.5971 -0.53 -0.43 0.78 -0.758
H 1.6132 -5.3415 2.8775 0.26 -0.55 -0.07 0.175
H 0.1985 -5.1692 3.7537 -0.92 0.43 -0.43 0.181
H 0.4069 -6.6583 2.8997 -0.16 0.07 -0.69 0.197
H -0.1313 -5.5847 0.9594 -0.02 -0.09 0.06 0.476
C -4.5735 5.7140 -1.0874 -1.39 0.88 -0.55 -0.262
O -4.6188 4.2892 -1.1526 0.84 -0.05 0.31 -0.757
H -4.7485 6.1728 -2.0605 0.55 -0.20 -0.42 0.175
H -5.4326 6.1217 -0.5546 0.06 -0.23 0.66 0.179
H -3.6718 6.1511 -0.6583 0.11 -0.74 0.02 0.189
H -5.4698 4.0162 -1.5031 -0.08 0.23 0.00 0.478
C 4.5145 0.4995 3.2399 1.62 1.23 -0.20 -0.267
O 3.1442 0.2308 3.3533 -0.40 -0.15 0.19 -0.742
H 5.1010 -0.2723 2.7416 -0.20 -0.34 0.26 0.173
H 4.7380 1.4195 2.6998 -0.61 0.09 -0.57 0.172
H 4.9553 0.7862 4.1947 0.06 -0.66 0.29 0.185
H 3.0558 0.0104 4.2835 -0.57 -0.16 -0.06 0.480
C -0.6829 1.9229 -6.6896 0.35 0.88 -0.76 -0.257
O -1.3558 1.1220 -5.7476 0.11 -0.86 0.75 -0.761
H -0.5400 2.9029 -6.2343 -0.35 0.29 -0.41 0.168
H 0.3230 1.6322 -6.9922 0.14 -0.89 0.66 0.180
H -1.1800 1.9465 -7.6593 -0.44 0.43 0.23 0.190
H -2.2083 0.8246 -6.0737 0.18 0.13 -0.31 0.482
```
Positions in Å, forces in eV/Å.

Calculated values
**E_LUMO**: -0.334 hartree
**Energy relative to the best compared isomer or geometry (same formula, charge and spin)**: 157.86 kcal per mole
**Total charge**: +2
**HOMO**: -14.71 eV

2.
# C3H4N2

One molecule with the formula C3H4N2 at a distorted geometry (ωB97M-V/def2-TZVPD, the OMol25 dataset).

The geometry in XYZ format:
```
9
Properties=species:S:1:pos:R:3:forces:R:3:nbo_charge:R:1
N -1.0857 -0.7194 0.2640 0.65 2.64 -1.26 -0.426
C -0.7197 0.9630 0.0277 -0.30 -3.94 0.18 -0.090
C 0.6194 1.0095 -0.0409 0.52 -3.55 -0.02 -0.313
C 1.0893 -0.6369 -0.0664 -0.62 2.18 0.78 -0.037
N 0.0570 -1.3702 0.0867 0.61 -0.17 0.05 -0.234
H -1.7877 -1.3083 -0.2392 0.10 1.56 0.52 0.391
H -1.6718 1.5018 0.0332 1.02 0.24 0.09 0.238
H 1.4392 1.7555 -0.0628 -1.27 -0.35 -0.05 0.252
H 2.0599 -1.1950 -0.0023 -0.69 1.40 -0.29 0.220
```
Positions in Å, forces in eV/Å.

Calculated values
**E_LUMO**: 0.044 hartree
**Energy relative to the best compared isomer or geometry (same formula, charge and spin)**: 74.07 kcal per mole
**SMILES string**: c1cn[nH]c1
**Total charge**: 0
**HOMO**: -9.11 eV

3.
# C27H50N7O3Si4Te2V

C27H50N7O3Si4Te2V as an isolated structure at a distorted geometry (ωB97M-V/def2-TZVPD, the OMol25 dataset).

The geometry in XYZ format:
```
94
Properties=species:S:1:pos:R:3:forces:R:3:mulliken_charge:R:1
V -0.4021 -0.5998 1.6703 2.48 -1.30 0.26 0.193
C 0.0382 -4.6377 0.2603 -0.03 -0.13 -0.08 -2.027
C 0.4127 -3.3785 0.9808 -0.22 0.59 -0.08 0.877
O -0.4482 -2.3912 0.8431 0.07 -0.46 0.25 0.041
C 1.6288 -3.2898 1.6919 0.10 -0.19 0.06 1.027
C 2.5563 -4.3750 1.6946 0.06 0.07 0.06 -1.236
C 3.7168 -4.3491 2.4404 -0.12 -0.04 -0.09 -0.767
C 4.0284 -3.2379 3.2254 -0.18 0.25 -0.01 -0.781
C 3.1548 -2.1471 3.2240 0.56 -0.21 0.21 -0.732
C 1.9988 -2.1535 2.4772 -0.93 0.72 -0.34 0.013
O 1.1907 -1.0630 2.5348 0.57 -0.60 0.45 0.341
H -0.9990 -4.5542 -0.0613 0.00 0.00 -0.01 0.348
H 0.1402 -5.5203 0.8975 -0.01 0.01 -0.02 0.487
H 0.6583 -4.8006 -0.6301 -0.01 0.00 0.06 0.261
H 2.3468 -5.2400 1.0795 0.01 -0.02 0.03 0.301
H 4.3882 -5.1997 2.4156 -0.01 0.00 -0.02 0.374
H 4.9330 -3.2146 3.8196 0.00 0.01 0.00 0.408
H 3.3701 -1.2629 3.8149 -0.01 -0.02 -0.01 0.318
C -0.7038 1.4996 -5.5451 -0.11 -0.03 -0.19 -1.065
Si -0.0137 1.6755 -3.8072 -0.03 0.12 -0.13 0.427
C 1.8109 2.0626 -3.9443 0.29 0.00 0.04 -1.012
C -0.8464 3.1558 -3.0267 -0.11 0.07 0.33 -0.741
Si -0.2984 -0.2304 -2.5328 0.12 -0.33 -0.03 0.141
Te 0.8873 0.3426 -0.4425 0.33 0.53 -0.34 -0.309
Si 0.9107 -1.9998 -3.4811 -0.02 0.03 -0.04 0.552
C 1.2556 -1.7214 -5.3073 -0.01 0.07 -0.22 -1.174
C 2.5461 -2.2054 -2.6177 0.25 0.04 0.20 -1.015
C 0.0046 -3.6390 -3.3660 -0.20 -0.16 0.10 -0.967
Si -2.5435 -0.8258 -2.5825 -0.05 0.08 -0.08 0.335
C -3.0377 -2.1311 -1.3438 0.03 -0.08 0.29 -0.636
C -2.9075 -1.5301 -4.2882 0.02 0.03 -0.24 -1.120
C -3.5892 0.7314 -2.4902 -0.04 0.26 0.24 -0.956
H -0.5996 2.4449 -6.0880 -0.01 -0.04 -0.01 0.402
H -1.7674 1.2446 -5.5178 0.04 0.06 -0.02 0.237
H -0.1896 0.7210 -6.1121 0.00 0.01 0.00 0.268
H 1.9560 3.0584 -4.3742 0.03 -0.03 -0.02 0.393
H 2.3392 1.3360 -4.5668 -0.01 0.03 0.00 0.245
H 2.2719 2.0446 -2.9526 -0.01 0.04 -0.03 0.244
H -0.4104 4.0795 -3.4172 -0.04 0.02 -0.02 0.407
H -0.7200 3.1494 -1.9368 0.01 0.03 -0.17 -0.064
H -1.9199 3.1651 -3.2310 0.03 0.02 0.00 0.269
H 1.7986 -0.7884 -5.4786 0.01 -0.04 -0.01 0.239
H 0.3241 -1.6726 -5.8792 0.04 -0.02 0.00 0.290
H 1.8570 -2.5445 -5.7069 -0.02 0.02 -0.01 0.384
H 3.1427 -1.2913 -2.6808 0.02 -0.04 0.00 0.263
H 3.1131 -3.0304 -3.0611 0.00 0.02 0.01 0.353
H 2.3976 -2.4052 -1.5526 0.02 -0.03 -0.04 0.186
H -0.6746 -3.7712 -4.2104 0.01 -0.04 0.00 0.386
H -0.5842 -3.7141 -2.4479 0.05 -0.02 -0.03 -0.014
H 0.7218 -4.4651 -3.3745 -0.02 -0.01 -0.02 0.465
H -3.1001 -3.0971 -1.8512 -0.04 -0.02 0.01 0.486
H -4.0086 -1.9042 -0.8964 -0.02 -0.05 -0.04 0.452
H -2.3125 -2.2275 -0.5322 -0.03 0.01 -0.02 -0.220
H -2.4216 -2.4917 -4.4521 -0.02 -0.03 0.01 0.257
H -2.5878 -0.8523 -5.0854 -0.04 -0.04 0.03 0.214
H -3.9894 -1.6745 -4.3816 0.03 -0.01 -0.03 0.408
H -3.1620 1.4826 -1.8166 -0.06 -0.11 -0.15 -0.034
H -4.6091 0.5227 -2.1540 0.00 0.00 -0.06 0.413
H -3.6394 1.1833 -3.4849 -0.02 0.01 0.01 0.348
C 0.6558 -0.2812 5.6960 0.13 0.16 0.06 -1.000
Te -0.6899 -1.6584 4.8351 0.07 -0.44 -0.26 0.505
C -1.7467 -1.8973 6.6658 -0.19 0.10 0.09 -1.083
H 1.2041 -0.7741 6.4958 0.02 0.05 0.01 0.488
H 0.1063 0.5779 6.0774 0.04 0.02 -0.01 0.429
H 1.3467 0.0202 4.9112 -0.02 -0.01 0.00 -0.037
H -2.2682 -0.9825 6.9408 0.01 -0.02 0.02 0.319
H -1.0315 -2.1721 7.4384 -0.04 -0.01 0.02 0.298
H -2.4700 -2.7014 6.5424 0.01 0.01 0.01 0.297
C 2.2097 4.5499 1.2416 -0.04 0.07 -0.05 -1.303
C 1.6260 5.1714 2.5098 -0.08 -0.09 -0.23 0.933
C 0.2380 5.7423 2.2472 -0.04 0.09 -0.02 -1.343
C 1.6114 4.1845 3.6669 -0.15 -0.32 0.26 -1.440
N 0.7370 3.0258 3.4564 0.22 0.69 0.22 0.926
C 0.9288 1.9740 2.6809 0.26 -0.38 -0.31 -1.382
N -0.1462 1.2321 2.7184 -0.57 0.76 0.71 1.338
N -1.0130 1.8627 3.5599 0.14 -0.16 -0.24 -0.267
N -0.4879 2.9366 4.0065 -0.02 -0.06 -0.20 -0.657
H 2.3807 5.3196 0.4872 -0.02 -0.02 0.01 0.429
H 1.5201 3.8228 0.8022 0.04 0.01 0.00 0.148
H 3.1637 4.0516 1.4303 0.01 0.00 0.01 0.360
H 2.2806 5.9803 2.8489 0.07 0.00 -0.02 0.298
H -0.4410 4.9704 1.8813 -0.02 -0.01 -0.01 0.162
H 0.2894 6.5203 1.4827 -0.01 -0.04 0.02 0.440
H -0.1946 6.1800 3.1500 0.01 -0.01 -0.02 0.368
H 1.2455 4.6691 4.5704 0.01 -0.07 0.06 0.406
H 2.6086 3.7859 3.8537 0.05 0.07 0.04 0.419
H 1.8269 1.7522 2.1286 -0.05 0.01 -0.03 0.708
O -2.1284 -0.2559 1.3303 -2.10 0.53 -0.47 -0.063
N -3.3503 0.0395 1.1506 -0.13 -0.85 0.45 -0.838
C -3.6237 1.2475 0.8013 -0.70 1.12 -0.42 0.815
C -2.6713 2.3138 0.5923 -0.48 -0.60 0.19 0.082
N -1.9643 3.2005 0.4245 0.32 0.33 0.03 -0.465
C -5.0298 1.5332 0.5934 0.81 0.00 0.09 0.100
N -6.1357 1.7866 0.4215 -0.26 0.05 -0.04 -0.576
```
Positions in Å, forces in eV/Å.

Calculated values
**E_LUMO (alpha / beta)**: 0.074 / 0.074 hartree
**Energy relative to the best compared isomer or geometry (same formula, charge and spin)**: 0.00 kcal per mole
**Total charge**: -1
**Spin multiplicity**: 4
**HOMO (alpha / beta)**: -2.55 / -4.42 eV

4.
# C3H10N2O2S

A 2-piece molecular cluster, C3H10N2O2S overall at a distorted geometry (ωB97M-V/def2-TZVPD, the OMol25 dataset).

The geometry in XYZ format:
```
18
Properties=species:S:1:pos:R:3:forces:R:3:nbo_charge:R:1
C -0.5067 0.1234 -1.1653 -0.41 -2.39 -0.89 -0.245
C -0.4681 1.2254 -0.1417 1.01 2.15 -1.02 -0.540
S 0.8867 1.0384 1.0605 0.19 -0.06 0.54 -0.066
N 0.4860 0.3211 -2.2416 -1.03 0.97 -2.03 -0.670
C 1.7539 -0.1506 -2.4866 -1.19 -1.50 4.82 0.787
N 2.3271 -0.9302 -1.4780 3.36 0.42 1.78 -0.885
O 2.3730 0.0144 -3.4643 1.22 1.21 -4.04 -0.629
H -0.3593 -0.9480 -0.8096 0.15 1.44 0.30 0.223
H -1.5863 0.0203 -1.5306 1.55 0.56 -0.25 0.220
H -1.4359 1.4085 0.3297 0.25 -0.22 0.21 0.228
H -0.1860 2.1759 -0.7298 -0.74 -1.34 0.90 0.243
H 1.6674 2.1292 0.8449 -0.57 -0.29 -0.22 0.143
H 0.2089 0.7406 -3.1494 -0.38 -0.18 1.25 0.405
H 3.4085 -0.8802 -1.6749 -2.88 -0.51 0.38 0.391
H 2.2370 -0.6394 -0.4646 -0.53 -0.26 -1.73 0.394
H -2.9061 -2.0187 5.7032 4.57 -1.13 -1.38 0.453
H -4.2274 -1.8287 5.2914 -0.14 0.22 1.21 0.459
O -3.6727 -1.8013 6.1067 -4.43 0.90 0.17 -0.912
```
Positions in Å, forces in eV/Å.

Calculated values
**E_LUMO**: 0.016 hartree
**Energy relative to the best compared isomer or geometry (same formula, charge and spin)**: 35.27 kcal per mole
**SMILES string**: NC(=O)NCCS.O
**Total charge**: 0
**HOMO**: -9.59 eV

5.
# C3H2ClNO2

One molecule with the formula C3H2ClNO2 at a distorted geometry (ωB97M-V/def2-TZVPD, the OMol25 dataset).

The geometry in XYZ format:
```
9
Properties=species:S:1:pos:R:3:forces:R:3:nbo_charge:R:1
C 0.0001 -0.9507 0.1473 -0.74 -1.58 0.56 0.667
C 0.4947 1.0943 0.0618 -2.64 -1.03 -0.65 0.728
C -0.8524 0.0663 -0.6243 2.60 1.20 3.48 -0.401
N 1.0092 -0.0564 0.5621 -0.62 -2.06 -0.47 -0.659
O -0.1455 -2.1351 0.3632 0.54 1.78 -0.21 -0.527
O 0.7696 2.2225 0.1976 0.28 1.01 -0.30 -0.506
Cl -2.5054 0.2439 -0.0721 0.62 0.06 -0.52 0.037
H -0.6388 -0.1303 -1.6214 -0.50 0.14 -2.14 0.232
H 1.8685 -0.3545 0.9858 0.45 0.46 0.27 0.429
```
Positions in Å, forces in eV/Å.

Calculated values
**E_LUMO**: 0.019 hartree
**Energy relative to the best compared isomer or geometry (same formula, charge and spin)**: 19.44 kcal per mole
**SMILES string**: O=C1NC(=O)C1Cl
**Total charge**: 0
**HOMO**: -10.03 eV